Below is the ion C5H12NS with charge -1 at a distorted geometry, with properties calculated with ωB97M-V with the def2-TZVPD basis set.

As for the charge: -1. For the energy above the lowest of the compared OMol25 structures with the same formula, charge and spin, the calculation gives 16.9 kcal/mol. The calculation puts the LUMO energy at 3.89 eV. For the maximum force, the calculation gives 2.0 eV/A. Its structure (SMILES) is CCNCCC[S-].

The geometry in XYZ format:
```
19
C5H12NS, DFT ωB97M-V with the def2-TZVPD basis set
C 0.27 1.05 2.57
C 0.16 -0.19 1.67
N 0.82 0.06 0.37
C 0.60 -1.06 -0.56
C -0.54 -0.82 -1.51
C -0.44 0.46 -2.34
S -1.70 1.76 -1.99
H 0.89 1.77 2.04
H -0.68 1.59 2.61
H 0.58 0.81 3.58
H -0.88 -0.49 1.52
H 0.71 -1.02 2.13
H 0.31 0.86 0.00
H 1.57 -1.19 -1.08
H 0.62 -2.04 -0.10
H -0.65 -1.65 -2.23
H -1.48 -0.94 -0.96
H -0.74 0.22 -3.36
H 0.59 0.82 -2.39
```

Löwdin population analysis, charges in e, atoms 1 to 5: -0.10 -0.31 -0.08 -0.29 -0.32

***

Below is an isolated molecule of C3H7NO2S, with properties calculated with ωB97M-V with the def2-TZVPD basis set.

As for the charge: 0. For the energy above the lowest of the compared OMol25 structures with the same formula, charge and spin, the calculation gives 8.1 kcal/mol. The calculation puts the LUMO energy at 0.72 eV. For the maximum force, the calculation gives 0.7 eV/A. Its structure (SMILES) is N[C@@H](CS)C(=O)O.

The geometry in XYZ format:
```
14
C3H7NO2S, DFT ωB97M-V with the def2-TZVPD basis set
N -0.18 -0.68 -1.37
C 0.38 -0.24 -0.11
C 0.05 1.21 0.29
S 0.70 2.41 -0.91
C -0.19 -1.17 0.95
O -1.35 -1.20 1.25
O 0.73 -1.97 1.50
H -1.19 -0.59 -1.36
H 0.17 -0.10 -2.13
H 1.46 -0.39 -0.13
H -1.03 1.30 0.35
H 0.55 1.45 1.22
H -0.36 2.50 -1.71
H 0.27 -2.54 2.14
```

Löwdin population analysis, charges in e, atoms 1 to 5: 0.06 -0.41 -0.51 0.72 -0.52

***

Below is a structure of composition C23H34N2O4S2SbV at a distorted geometry, with properties calculated with ωB97M-V with the def2-TZVPD basis set.

As for the charge: +2. The calculation puts the LUMO energy (spin up / spin down) at -9.71 / -9.61 eV. For the maximum force, the calculation gives 4.9 eV/A.

The geometry in XYZ format:
```
67
C23H34N2O4S2SbV, DFT ωB97M-V with the def2-TZVPD basis set
V -5.87 -15.71 -2.28
C 2.12 -15.46 -4.62
C 0.75 -15.98 -4.31
C 0.59 -17.36 -4.47
C -0.66 -17.93 -4.20
C -1.68 -17.17 -3.67
C -1.53 -15.75 -3.48
C -0.34 -15.17 -3.91
S -3.16 -18.15 -3.30
O -3.86 -18.53 -4.53
O -2.79 -19.28 -2.47
N -4.15 -16.90 -2.37
C -3.60 -16.80 -0.95
C -3.71 -15.36 -0.43
O -2.79 -15.06 0.32
O -4.64 -14.62 -1.07
H 2.69 -16.34 -4.98
H 2.66 -15.06 -3.76
H 2.03 -14.67 -5.40
H 1.44 -17.94 -4.85
H -0.84 -18.95 -4.48
H -2.34 -15.13 -3.06
H -0.28 -14.06 -3.95
H -2.52 -17.09 -1.04
H -4.07 -17.54 -0.26
S -7.73 -13.89 -2.22
C -6.83 -13.78 -3.66
C -7.31 -12.95 -4.69
C -6.57 -13.05 -5.87
C -5.43 -13.83 -5.95
C -5.04 -14.68 -4.94
N -5.77 -14.62 -3.81
H -8.22 -12.38 -4.59
H -6.89 -12.46 -6.75
H -4.91 -13.86 -6.91
H -4.21 -15.41 -5.00
C -9.70 -18.95 0.34
C -8.59 -17.95 0.05
C -7.40 -18.04 1.00
Sb -7.65 -17.83 -2.01
C -9.43 -17.52 -3.36
C -9.61 -18.72 -4.32
C -10.64 -17.25 -2.45
C -7.01 -19.97 -2.11
C -7.85 -21.02 -1.37
C -6.75 -20.32 -3.60
H -10.35 -18.54 1.13
H -9.30 -19.91 0.74
H -10.43 -19.25 -0.43
H -9.02 -16.94 0.10
H -6.91 -19.00 1.05
H -7.83 -17.88 2.00
H -6.60 -17.29 0.82
H -9.06 -16.62 -3.90
H -9.72 -19.66 -3.76
H -8.77 -18.86 -4.98
H -10.50 -18.59 -4.94
H -10.91 -18.15 -1.86
H -11.48 -16.92 -3.05
H -10.46 -16.47 -1.69
H -6.03 -19.89 -1.59
H -8.92 -20.97 -1.55
H -7.77 -20.96 -0.28
H -7.49 -22.02 -1.64
H -7.69 -20.56 -4.11
H -6.05 -21.17 -3.67
H -6.24 -19.49 -4.12
```

Löwdin population analysis, charges in e, atoms 1 to 5: 0.81 -0.03 -0.24 0.00 -0.05

***

Below is a cluster of 7 separate species, C4H24N2O7 in total at a distorted geometry, with properties calculated with ωB97M-V with the def2-TZVPD basis set.

As for the charge: 0. For the energy above the lowest of the compared OMol25 structures with the same formula, charge and spin, the calculation gives 104.3 kcal/mol. The calculation puts the LUMO energy at 0.08 eV. For the maximum force, the calculation gives 4.7 eV/A. Its structure (SMILES) is NCNCCCO.O.O.O.O.O.O.

The geometry in XYZ format:
```
37
C4H24N2O7, DFT ωB97M-V with the def2-TZVPD basis set
N -0.05 -1.51 2.52
C 1.05 -0.60 2.27
N 0.77 0.29 1.11
C 1.95 0.60 0.19
C 1.82 2.09 0.22
C 0.54 2.50 -0.56
O 0.38 1.64 -1.70
H -0.27 -2.36 2.01
H -0.18 -1.72 3.55
H 1.29 0.04 3.30
H 2.13 -0.81 2.34
H 0.06 -0.07 0.49
H 2.81 0.24 0.88
H 2.08 0.01 -0.74
H 1.68 2.47 1.25
H 2.69 2.60 -0.16
H -0.26 2.28 0.09
H 0.37 3.58 -1.01
H -0.27 0.92 -1.66
O 2.11 -0.47 -2.97
H 1.72 0.19 -2.28
H 1.19 -0.75 -3.34
O -2.69 -0.42 -0.10
H -2.83 -0.85 0.76
H -3.53 0.00 -0.17
O -3.11 0.99 -2.51
H -2.36 1.26 -3.00
H -3.15 0.08 -2.53
O -1.64 0.97 2.55
H -0.72 1.18 2.23
H -1.52 0.28 3.25
O 0.98 -2.96 0.38
H 1.85 -3.44 0.08
H 0.35 -3.28 -0.31
O -1.43 -1.55 -2.35
H -1.77 -1.08 -1.63
H -2.04 -2.33 -2.42
```

Löwdin population analysis, charges in e, atoms 1 to 5: -0.01 -0.33 -0.09 -0.18 -0.19

***

Below is a cluster of 2 separate species, C16H12FN4O9S in total at a distorted geometry, with properties calculated with ωB97M-V with the def2-TZVPD basis set.

As for the charge: -1. For the energy above the lowest of the compared OMol25 structures with the same formula, charge and spin, the calculation gives 8.4 kcal/mol. The calculation puts the LUMO energy at 0.59 eV. For the maximum force, the calculation gives 3.1 eV/A.

The geometry in XYZ format:
```
43
C16H12FN4O9S, DFT ωB97M-V with the def2-TZVPD basis set
C -2.24 -4.25 0.75
C -2.47 -3.12 -0.20
O -2.58 -1.98 0.69
C -2.60 -0.77 0.07
C -2.36 0.26 1.09
F -2.28 1.53 0.69
S -1.06 -0.27 2.27
C -0.15 1.19 2.74
C 1.23 1.22 2.50
C 1.97 2.32 2.92
C 1.33 3.36 3.60
C -0.05 3.31 3.86
C -0.79 2.21 3.43
O -1.71 -0.76 3.46
O -0.07 -1.05 1.55
O -2.76 -0.59 -1.14
H -2.17 -5.19 0.21
H -1.34 -4.07 1.34
H -3.08 -4.29 1.45
H -1.62 -2.97 -0.89
H -3.42 -3.23 -0.74
H 1.70 0.38 1.99
H 3.04 2.35 2.70
H 1.91 4.23 3.93
H -0.55 4.12 4.39
H -1.86 2.14 3.61
O -7.41 -3.87 -1.33
N -6.97 -2.95 -2.04
O -7.04 -2.96 -3.29
C -6.38 -1.77 -1.44
C -6.21 -0.60 -2.18
C -5.68 0.55 -1.55
N -5.37 1.70 -2.38
O -5.64 1.64 -3.60
O -4.84 2.70 -1.85
C -5.25 0.56 -0.21
C -5.44 -0.59 0.56
N -4.87 -0.91 1.76
O -4.98 -2.29 1.82
N -5.42 -2.85 0.61
C -5.90 -1.78 -0.08
H -6.47 -0.57 -3.23
H -4.80 1.43 0.24
```

Löwdin population analysis, charges in e, atoms 1 to 5: -0.08 -0.23 -0.11 -0.55 -0.31

***

Below is a cluster of 2 separate species, C5H14S in total at a distorted geometry, with properties calculated with ωB97M-V with the def2-TZVPD basis set.

As for the charge: -1. As for the spin multiplicity: 2. For the energy above the lowest of the compared OMol25 structures with the same formula, charge and spin, the calculation gives 0.0 kcal/mol. The calculation puts the LUMO energy (spin up / spin down) at 3.16 / 3.23 eV. For the maximum force, the calculation gives 1.1 eV/A.

The geometry in XYZ format:
```
20
C5H14S, DFT ωB97M-V with the def2-TZVPD basis set
C 0.48 2.24 1.57
C -0.96 2.59 1.93
S -2.06 1.14 1.98
H 0.55 1.64 0.66
H 0.85 1.54 2.34
H 1.12 3.13 1.56
H -0.96 3.09 2.89
H -1.44 3.27 1.22
H -1.39 0.50 2.97
C 1.97 -3.40 -1.89
C 1.07 -2.15 -2.02
C 1.25 -1.48 -3.37
H 3.01 -3.14 -2.06
H 1.70 -4.20 -2.59
H 1.90 -3.82 -0.89
H 1.34 -1.53 -1.18
H 0.04 -2.46 -1.89
H 0.47 -0.76 -3.60
H 2.18 -0.89 -3.45
H 1.28 -2.24 -4.16
```

Löwdin population analysis, charges in e, atoms 1 to 5: -0.31 -0.78 0.26 0.04 0.03

***

| no. | DFT total energy (Eh) |
| --- | --- |
| 1 | -650.6489 |
| 2 | -721.9498 |
| 3 | -3287.1206 |
| 4 | -802.8648 |
| 5 | -2010.8489 |
| 6 | -597.0272 |